[1]
18
Properties=species:S:1:pos:R:3:forces:R:3:mulliken_charge:R:1 method="wB97M-V/def2-TZVPD" de_lowest_ev=4.056 fmax_ev_per_a=4.329 orbital_gap_ev=9.95 e_homo_ev=-14.18 total_energy_ha=-492.6563 charge=+1 e_lumo_ev=-4.23
C -0.747 -0.410 0.175 2.6549 -2.3794 -1.2190 0.2222
C 1.209 0.469 0.149 -2.4065 0.9263 0.8385 0.7470
C -1.958 1.576 0.091 -1.4711 -0.6324 -2.4103 -0.9188
C 3.356 -0.429 0.099 -0.2106 3.0507 0.5557 -0.7026
N -1.912 0.100 0.146 -2.0950 3.7668 -0.4033 0.2391
N -0.604 -1.691 -0.156 2.1339 -0.0011 1.1139 -0.3205
O 1.359 1.588 0.461 -0.4341 -0.8355 -0.1775 -0.3490
O -3.112 -0.553 -0.122 0.3713 -1.4669 0.9684 -0.4621
O 1.904 -0.508 -0.238 0.6740 -0.6347 0.5218 -0.2931
H -1.997 1.772 -1.030 0.5643 0.4207 1.3720 0.3222
H -2.870 2.030 0.471 0.0300 -0.4848 0.5365 0.2644
H -1.091 1.892 0.605 0.8126 0.8403 0.1668 0.4251
H 3.802 -1.059 -0.573 1.1404 -1.2871 -1.7008 0.2690
H 3.578 -0.694 1.089 -0.5625 -1.1481 1.4934 0.3598
H 3.758 0.621 0.125 -0.7953 -0.7948 -1.0094 0.3380
H 0.284 -2.123 0.170 -1.2541 0.2124 -0.8964 0.2564
H -1.339 -2.257 -0.532 -0.3862 -0.2426 0.2195 0.2286
H -3.621 -0.323 -0.929 1.2340 0.6902 0.0302 0.3744

=====

[2]
86
Properties=species:S:1:pos:R:3:forces:R:3:mulliken_charge:R:1 method="wB97M-V/def2-TZVPD" de_lowest_ev=0.000 fmax_ev_per_a=1.808 orbital_gap_ev=7.19 e_homo_ev=-4.92 total_energy_ha=-2963.5976 charge=-1 e_lumo_ev=2.27
C -1.842 -2.263 4.498 -0.0776 -0.1121 -0.4278 -1.0424
B -0.782 -2.720 3.406 -0.0381 0.0053 0.3258 0.5026
O -0.236 -3.978 3.447 -0.3824 0.1788 -0.5580 -0.5400
C -0.314 -1.750 2.276 0.1274 0.0666 0.3641 0.0576
C -0.196 -0.380 2.480 -0.1528 -0.0629 0.2743 -0.4578
C 0.253 0.429 1.464 0.3458 1.0497 -0.0833 0.6995
C 0.599 -0.053 0.207 0.2478 -0.5854 -0.0635 -1.3420
C 0.491 -1.422 -0.001 -0.0247 -0.5577 -0.5898 -0.2837
C 0.843 -2.142 -1.331 0.7186 0.6699 -0.1832 0.5745
O 1.749 -1.644 -2.028 0.2074 -0.0505 0.1664 -0.7268
O 0.190 -3.169 -1.553 -0.6353 -0.8011 -0.0215 -0.7845
C 0.024 -2.230 1.022 0.0014 -0.3017 0.3465 -0.2820
N 1.061 0.785 -0.862 -0.9887 1.1161 1.0234 0.8727
C -0.051 1.419 -1.621 0.2413 -0.6231 -1.0027 -0.5629
C -1.289 0.543 -1.790 -0.5228 0.7393 -0.0362 -1.1358
C -2.402 0.863 -0.760 0.9909 -0.1802 -0.2065 -0.4823
N -3.509 1.610 -1.356 -0.2550 -0.6691 -0.0096 -0.2079
C -4.841 1.188 -0.931 -0.5383 0.8154 0.4352 -1.1377
C -5.524 2.256 -0.083 0.3095 -1.0006 -0.5016 0.4090
C -5.798 3.496 -0.630 -0.1161 0.3735 0.0415 -0.3349
C -6.383 4.483 0.136 -0.2056 0.2485 -0.0582 -0.5598
C -6.720 4.213 1.444 -0.1751 0.1881 0.6169 -0.4177
C -6.456 2.981 2.003 -0.1127 -0.3266 0.0180 -0.4060
C -5.869 1.993 1.234 0.0449 0.2756 0.2929 0.2716
O -5.625 0.768 1.833 0.1619 0.2924 -0.0977 -0.6468
C 1.933 1.824 -0.434 0.6498 -0.3785 -0.6943 -0.8757
C 2.978 2.159 -1.276 0.0653 0.0946 0.2078 -0.3824
C 3.843 3.190 -0.950 0.8491 -0.1849 -0.7460 0.5304
C 4.948 3.544 -1.942 -1.1835 0.1461 0.5261 -1.1358
C 4.347 3.809 -3.327 1.0525 0.2965 -0.1368 -0.5911
C 3.284 4.887 -3.322 -0.5544 -0.2182 -0.3247 -0.5223
S 2.497 5.104 -4.957 0.1224 0.2654 -0.3208 -0.2461
C 3.701 3.873 0.238 -0.2278 0.1886 0.2455 -0.8843
C 2.661 3.553 1.098 0.6131 0.2782 -0.3233 -0.8794
C 1.793 2.550 0.735 -1.1300 -0.4686 0.9558 1.1410
S 0.417 2.172 1.789 -0.0759 0.0745 0.0030 -0.3777
H -1.363 -2.060 5.456 0.1225 0.0899 0.0535 0.2949
H -2.357 -1.367 4.156 -0.1148 0.1077 0.1974 0.2776
H -2.590 -3.034 4.690 -0.0451 -0.0742 -0.0174 0.3527
H -0.886 -4.640 3.706 0.1987 -0.1488 0.3434 0.2539
H -0.438 0.059 3.440 0.0145 0.0675 0.0816 0.5088
H -0.078 -3.292 0.868 0.1369 -0.1164 -0.3378 0.3546
H 0.337 1.620 -2.623 0.2370 0.0057 -0.0054 0.4012
H -0.331 2.402 -1.224 -0.0740 -0.0321 0.3305 0.4055
H -1.066 -0.518 -1.839 0.2218 -0.0481 0.0891 0.1585
H -1.716 0.809 -2.755 -0.0516 -0.0782 -0.1372 0.6564
H -2.724 -0.086 -0.334 -0.4046 0.0539 0.0418 0.5376
H -1.929 1.433 0.045 -0.1544 -0.0138 0.2053 0.1948
H -3.400 2.599 -1.195 0.0593 0.0597 0.0287 0.3188
H -5.516 0.982 -1.767 0.2181 -0.0452 -0.2550 0.3909
H -4.804 0.286 -0.332 0.1845 -0.2668 -0.1417 0.4798
H -5.562 3.711 -1.663 0.1090 -0.1477 -0.1173 0.4262
H -6.609 5.458 -0.267 0.0504 0.0912 -0.1886 0.3866
H -7.181 4.958 2.076 -0.0494 0.1984 -0.0867 0.3491
H -6.701 2.752 3.028 -0.0399 0.0372 0.1223 0.4194
H -4.667 0.665 1.840 0.0234 -0.3541 0.0466 0.2726
H 3.114 1.607 -2.192 -0.1036 -0.2127 -0.0873 0.6481
H 5.674 2.736 -1.983 0.2085 -0.0047 -0.0947 0.3118
H 5.417 4.447 -1.554 0.3420 0.0427 -0.1622 0.3904
H 5.163 4.174 -3.957 0.0116 -0.0581 -0.1810 0.4874
H 4.021 2.891 -3.806 -0.3496 -0.1110 0.1022 0.3374
H 2.479 4.696 -2.619 0.0648 -0.0459 0.2149 0.2436
H 3.727 5.851 -3.086 0.0039 0.1010 0.1312 0.3227
H 1.340 4.449 -4.792 0.1536 -0.1027 0.2700 0.1118
H 4.383 4.670 0.500 0.1065 0.0637 -0.0215 0.3450
H 2.564 4.101 2.022 -0.2282 -0.0822 0.1992 0.4265
C -0.483 -6.298 -0.654 0.2164 0.1133 -0.2045 0.0506
C 0.404 -6.705 0.505 0.2362 0.0607 -0.2500 0.0666
O -0.384 -6.268 1.634 0.3094 -0.2301 -0.1177 -0.3213
C -1.673 -6.211 1.258 -0.0319 0.1070 0.0438 0.7435
O -2.582 -6.047 2.020 0.0311 0.0283 0.0706 -0.6069
O -1.804 -6.356 -0.068 0.1033 -0.0846 -0.0837 -0.3876
H -0.413 -6.976 -1.501 -0.2223 -0.0750 0.0620 0.3014
H -0.284 -5.279 -0.993 -0.0477 0.0986 0.0626 0.0597
H 0.542 -7.787 0.575 -0.1592 -0.0145 0.0627 0.3009
H 1.392 -6.232 0.469 -0.5378 0.0715 0.3393 0.0055
C 5.349 -2.899 -0.477 0.1266 0.1269 -0.2448 -0.3034
C 4.880 -2.172 0.763 0.0827 0.2686 0.0081 -0.1362
O 3.707 -2.902 1.115 0.0177 -0.0154 0.1217 -0.2742
C 3.798 -4.136 0.588 -0.3828 -0.1770 -0.0908 0.6590
O 3.051 -5.034 0.828 0.3635 0.1621 0.0265 -0.6205
O 4.853 -4.226 -0.255 0.1008 0.0989 0.0358 -0.3654
H 6.433 -2.904 -0.582 -0.0454 -0.2260 0.0394 0.3003
H 4.896 -2.502 -1.386 -0.1174 -0.0022 0.0447 0.2685
H 5.598 -2.240 1.586 -0.0203 -0.0530 -0.0163 0.2652
H 4.643 -1.126 0.582 -0.2270 -0.0764 0.0092 0.1164

=====

[3]
102
Properties=species:S:1:pos:R:3:forces:R:3:mulliken_charge:R:1 method="wB97M-V/def2-TZVPD" fmax_ev_per_a=0.299 orbital_gap_ev=7.52 e_homo_ev=-10.08 total_energy_ha=-2309.2370 charge=+1 e_lumo_ev=-2.56
Pt 0.247 0.453 -0.092 -0.1433 -0.0087 -0.2618 2.1108
C 1.338 1.702 1.517 -0.0028 0.0214 -0.0119 -0.6758
C 2.287 0.893 0.825 0.0642 -0.1105 -0.0494 -0.4952
C 2.356 1.400 -0.584 -0.1447 -0.0717 0.2185 -0.1217
C 1.379 2.398 -0.668 -0.0567 0.0878 0.1806 -0.5374
C 0.715 2.584 0.616 0.0625 -0.0086 -0.0457 -0.9032
C -0.151 3.752 1.044 0.0019 0.0304 -0.0101 2.5625
C 0.724 4.629 1.959 0.0141 0.0001 -0.0068 -1.9000
C -0.592 4.597 -0.148 0.0061 -0.0119 0.0049 -2.0201
C -1.372 3.284 1.838 0.0397 -0.0022 -0.0076 -1.2656
C 3.238 1.088 -1.793 0.0018 -0.0298 -0.0069 2.5112
C 4.443 2.044 -1.781 -0.0100 -0.0044 0.0137 -1.7620
C 3.718 -0.360 -1.878 -0.0141 0.0467 0.0079 -1.8587
C 2.448 1.351 -3.085 -0.0017 0.0007 -0.0362 -1.9015
C 3.224 -0.009 1.644 0.0494 0.0463 -0.0466 3.1046
C 2.868 0.073 3.136 0.0163 -0.0042 0.0101 -2.2124
C 4.663 0.513 1.509 -0.0008 0.0066 0.0260 -1.8075
C 3.137 -1.490 1.281 -0.0243 -0.0026 0.0342 -1.4203
H 1.126 1.645 2.570 -0.0183 0.0280 -0.0166 0.7375
H 1.139 2.972 -1.548 0.0007 -0.0141 0.0140 0.3804
H 1.638 4.934 1.447 0.0058 0.0007 0.0047 0.3697
H 1.003 4.099 2.871 0.0005 0.0043 -0.0003 0.3508
H 0.175 5.529 2.241 -0.0010 0.0036 -0.0027 0.4871
H 0.265 5.048 -0.652 -0.0036 -0.0043 -0.0040 0.3538
H -1.240 5.406 0.194 0.0096 0.0053 0.0003 0.5163
H -1.153 4.010 -0.873 -0.0178 -0.0214 -0.0395 0.3743
H -1.083 2.639 2.671 -0.0175 0.0115 -0.0052 0.1867
H -2.061 2.735 1.197 -0.0228 -0.0442 -0.0015 0.0584
H -1.907 4.146 2.241 0.0061 -0.0046 0.0186 0.5754
H 5.061 1.911 -0.895 0.0209 0.0009 0.0172 0.2692
H 4.108 3.083 -1.804 0.0004 -0.0007 -0.0006 0.3135
H 5.067 1.868 -2.659 -0.0004 -0.0068 0.0003 0.4900
H 4.400 -0.637 -1.081 0.0299 0.0060 0.0473 0.1863
H 4.248 -0.504 -2.821 0.0064 0.0005 0.0015 0.6545
H 2.869 -1.046 -1.863 -0.0054 -0.0106 0.0082 0.1242
H 2.185 2.402 -3.211 0.0091 -0.0179 -0.0006 0.3547
H 1.530 0.757 -3.104 0.0048 0.0095 -0.0082 0.2270
H 3.061 1.071 -3.942 0.0004 0.0032 -0.0065 0.5042
H 3.004 1.077 3.540 0.0016 -0.0080 -0.0023 0.4463
H 3.530 -0.597 3.686 -0.0053 -0.0068 0.0055 0.4594
H 1.842 -0.253 3.322 0.0074 0.0065 0.0159 0.2328
H 4.706 1.587 1.704 0.0010 -0.0051 0.0044 0.3297
H 5.089 0.330 0.527 -0.0011 -0.0148 -0.0691 0.2785
H 5.300 0.013 2.241 -0.0083 -0.0032 -0.0084 0.5068
H 2.179 -1.884 1.632 0.0386 -0.0295 -0.0222 0.1125
H 3.925 -2.045 1.794 -0.0043 0.0033 0.0073 0.6070
H 3.223 -1.693 0.219 -0.0008 0.0312 -0.0181 -0.0819
C -1.345 -2.599 -1.956 0.0040 -0.1519 0.0955 -1.3392
C -1.364 -1.563 -3.076 0.0160 -0.0097 -0.0610 -0.1786
C -2.370 -0.450 -2.833 -0.0529 0.0472 -0.0237 -1.1526
Sb -2.139 0.564 -0.969 0.1305 -0.0328 -0.0246 -0.2455
C -3.095 2.369 -1.479 0.0570 -0.0322 -0.0746 0.9170
C -2.709 3.023 -2.647 -0.0008 -0.0306 0.0001 -0.7725
C -3.287 4.236 -2.984 -0.0256 0.0346 0.0167 -0.5457
C -4.248 4.798 -2.152 0.0071 -0.0089 -0.0228 -0.6541
C -4.645 4.138 -0.999 -0.0060 -0.0367 0.0252 -0.7617
C -4.074 2.916 -0.662 -0.0547 0.0565 -0.0011 -0.3163
C -3.515 -0.372 0.325 0.0244 0.0341 0.0152 1.2187
C -4.557 -1.169 -0.141 -0.0250 0.0050 0.0283 -0.6531
C -5.414 -1.786 0.759 -0.0033 0.0094 -0.0282 -0.7845
C -5.242 -1.598 2.124 0.0144 -0.0087 0.0174 -0.6809
C -4.210 -0.796 2.592 0.0079 -0.0002 -0.0022 -0.6263
C -3.343 -0.190 1.694 -0.0156 -0.0488 -0.0008 -0.3618
Sb -0.042 -2.073 -0.335 0.0230 0.1853 0.0753 -0.7375
C -0.925 -2.960 1.357 0.0335 -0.0216 -0.0155 1.1271
C -0.823 -2.327 2.590 0.0062 0.0124 0.0266 -0.2100
C -1.346 -2.931 3.725 -0.0050 0.0216 -0.0033 -0.6629
C -1.983 -4.159 3.623 -0.0093 -0.0240 -0.0209 -0.6337
C -2.091 -4.791 2.390 -0.0070 -0.0008 0.0159 -0.7906
C -1.554 -4.198 1.257 -0.0196 0.0223 0.0336 -0.7971
C 1.468 -3.495 -0.752 -0.0342 0.0101 -0.0125 0.9983
C 1.916 -4.362 0.239 0.0232 -0.0213 -0.0605 -0.3618
C 2.886 -5.309 -0.060 -0.0054 0.0015 0.0266 -0.8339
C 3.406 -5.394 -1.344 -0.0039 -0.0112 -0.0041 -0.5876
C 2.948 -4.541 -2.338 -0.0130 0.0097 -0.0235 -0.7312
C 1.976 -3.595 -2.043 0.0370 0.0004 0.0012 -0.2840
H -0.951 -3.553 -2.308 -0.0211 -0.0033 -0.0001 0.7170
H -2.347 -2.786 -1.561 0.0077 0.0296 -0.0081 0.5756
H -1.616 -2.058 -4.018 0.0221 0.0137 -0.0037 0.5416
H -0.367 -1.130 -3.217 -0.0044 -0.0076 0.0009 -0.1047
H -3.391 -0.833 -2.867 -0.0119 -0.0101 0.0138 0.6150
H -2.300 0.323 -3.601 0.0048 -0.0136 0.0224 0.5684
H -1.947 2.598 -3.294 -0.0133 0.0409 0.0253 0.3337
H -2.988 4.745 -3.892 -0.0017 0.0056 0.0051 0.4268
H -4.694 5.750 -2.410 -0.0013 -0.0028 -0.0004 0.4177
H -5.404 4.570 -0.360 -0.0038 0.0012 -0.0034 0.4486
H -4.400 2.394 0.231 0.0189 0.0442 -0.0043 0.4242
H -4.715 -1.317 -1.202 0.0012 0.0076 -0.0103 0.3547
H -6.218 -2.410 0.394 0.0002 -0.0019 0.0058 0.4477
H -5.912 -2.080 2.823 -0.0018 0.0018 0.0030 0.4267
H -4.074 -0.652 3.656 -0.0002 -0.0025 0.0005 0.4343
H -2.519 0.412 2.064 0.0011 -0.0170 -0.0006 0.1926
H -0.341 -1.357 2.659 -0.0047 -0.0003 0.0016 0.0897
H -1.260 -2.443 4.687 0.0001 0.0019 0.0004 0.4628
H -2.395 -4.629 4.506 -0.0026 -0.0042 -0.0010 0.4075
H -2.587 -5.750 2.314 0.0015 -0.0009 -0.0029 0.4376
H -1.625 -4.706 0.302 -0.0033 -0.0073 0.0081 0.4148
H 1.511 -4.310 1.243 0.0023 0.0127 0.0037 0.4291
H 3.233 -5.983 0.712 -0.0015 -0.0019 -0.0035 0.4315
H 4.162 -6.134 -1.574 0.0031 0.0022 0.0020 0.4099
H 3.343 -4.612 -3.342 0.0030 -0.0047 0.0034 0.4441
H 1.622 -2.937 -2.830 0.0082 -0.0022 -0.0079 0.2819